w.
Density functional theory data (ωB97M-V/def2-TZVPD) for ArH24O12 as an isolated structure.

CARTESIAN COORDINATES (ANGSTROEM)
Ar: -0.80 0.27 -0.38
O: 1.04 -0.08 -3.17
H: 1.37 -0.96 -3.37
H: 0.10 -0.21 -3.06
O: -1.03 -2.77 -1.52
H: -1.18 -2.02 -2.09
H: -1.86 -2.90 -1.06
O: -1.72 -0.70 -3.71
H: -2.63 -0.92 -3.51
H: -1.55 -1.12 -4.55
O: -0.08 3.72 0.91
H: 0.26 3.42 0.06
H: 0.69 4.07 1.36
O: 1.08 -2.39 1.15
H: 1.35 -2.70 2.02
H: 0.17 -2.66 1.07
O: -2.63 -2.01 2.41
H: -2.11 -2.22 3.19
H: -2.83 -1.08 2.49
O: -2.99 0.91 2.29
H: -3.70 0.78 2.92
H: -2.41 1.54 2.71
O: 2.71 -2.15 -1.02
H: 1.99 -2.31 -0.41
H: 3.39 -1.74 -0.50
O: 2.96 0.99 -1.65
H: 3.89 0.85 -1.86
H: 2.49 0.58 -2.37
O: 1.01 0.05 2.55
H: 0.67 -0.62 1.96
H: 1.31 -0.44 3.31
O: 0.81 2.94 -1.80
H: 0.03 2.47 -2.10
H: 1.41 2.25 -1.51
O: -0.63 2.44 3.39
H: -0.46 3.05 2.66
H: -0.11 1.67 3.18

Orbital gap ... 10.50 eV
Molecular weight ... 256.1 g/mol
Highest occupied orbital energy ... -10.53 eV

=====

x.
Density functional theory data (ωB97M-V/def2-TZVPD) for ArH24O12 as an isolated structure.

CARTESIAN COORDINATES (ANGSTROEM)
Ar: 14.21 18.54 6.59
O: 17.25 18.89 9.00
H: 16.61 18.48 9.59
H: 17.81 19.41 9.58
O: 15.17 21.32 3.74
H: 14.77 21.22 4.61
H: 15.80 20.60 3.68
O: 17.65 20.30 5.46
H: 17.79 21.05 4.89
H: 17.18 20.65 6.22
O: 14.78 15.02 7.87
H: 14.34 14.17 7.84
H: 15.54 14.92 7.29
O: 12.12 15.87 7.97
H: 13.03 15.72 8.21
H: 11.85 15.06 7.54
O: 13.42 21.36 8.55
H: 12.77 20.71 8.80
H: 13.46 21.96 9.29
O: 12.59 19.02 3.60
H: 12.69 19.64 4.32
H: 12.56 18.16 4.03
O: 9.73 17.94 5.91
H: 10.68 17.90 5.77
H: 9.62 17.83 6.85
O: 13.12 21.39 5.66
H: 12.21 21.68 5.71
H: 13.42 21.36 6.57
O: 16.13 15.35 5.41
H: 15.41 14.99 4.90
H: 16.63 14.59 5.69
O: 16.27 21.27 7.82
H: 15.36 21.31 8.12
H: 16.60 20.45 8.18
O: 12.21 16.81 5.11
H: 12.18 16.28 5.91
H: 11.99 16.20 4.41

Orbital gap ... 9.40 eV
Molecular weight ... 256.1 g/mol
Highest occupied orbital energy ... -9.77 eV

=====

Most stable: w

=====

w.
Density functional theory data (ωB97M-V/def2-TZVPD) for an isolated ion of composition C4H10NS and charge -1.

CARTESIAN COORDINATES (ANGSTROEM)
C: -1.30 0.83 -1.08
C: 0.05 1.27 -0.48
N: 0.20 0.75 0.90
C: 0.03 -0.70 1.25
C: 0.82 -1.64 0.26
S: 2.50 -1.04 0.04
H: -1.34 -0.23 -1.31
H: -1.40 1.40 -2.03
H: -2.07 1.11 -0.47
H: 0.88 0.97 -1.10
H: 0.17 2.41 -0.40
H: 1.11 0.96 1.37
H: 0.24 -1.05 2.33
H: -1.04 -0.87 1.07
H: 0.77 -2.73 0.32
H: 0.38 -1.43 -0.69

Orbital gap ... 6.16 eV
Molecular weight ... 104.2 g/mol
Total charge ... -1
Highest occupied orbital energy ... -2.16 eV
SMILES ... CCNCC[S-]

=====

x.
Density functional theory data (ωB97M-V/def2-TZVPD) for an isolated ion of composition C4H10NS and charge -1.

CARTESIAN COORDINATES (ANGSTROEM)
C: 0.62 -0.74 -2.29
N: 1.40 -0.80 -1.03
C: 0.67 -0.41 0.21
C: -0.21 -1.50 0.83
C: -0.24 0.84 -0.12
S: -1.06 1.57 1.32
H: 0.29 0.27 -2.49
H: -0.19 -1.48 -2.33
H: 1.31 -1.07 -3.06
H: 1.53 -1.80 -0.88
H: 1.33 0.01 0.97
H: 0.48 -2.17 1.37
H: -0.92 -1.07 1.52
H: -0.77 -2.10 0.09
H: -1.07 0.59 -0.77
H: 0.56 1.47 -0.55

Orbital gap ... 6.11 eV
Molecular weight ... 104.2 g/mol
Total charge ... -1
Highest occupied orbital energy ... -2.27 eV
SMILES ... CN[C@H](C)C[S-]

=====

Most stable: x

=====

w.
Density functional theory data (ωB97M-V/def2-TZVPD) for a 5-piece molecular cluster, C30H75N5O10 overall.

CARTESIAN COORDINATES (ANGSTROEM)
C: 5.35 1.48 -4.19
O: 4.15 2.25 -4.16
C: 3.99 3.10 -3.09
C: 3.45 2.43 -1.78
N: 2.98 3.35 -0.79
C: 3.92 3.96 0.15
C: 3.26 4.18 1.49
O: 2.88 2.95 2.16
C: 2.16 2.89 3.43
H: 5.51 0.97 -3.25
H: 6.15 2.22 -4.27
H: 5.52 0.84 -5.06
H: 3.23 3.83 -3.37
H: 4.84 3.74 -2.84
H: 4.08 1.64 -1.37
H: 2.58 1.86 -2.13
H: 2.01 3.57 -0.91
H: 4.39 4.89 -0.17
H: 4.74 3.24 0.14
H: 2.46 4.91 1.46
H: 4.01 4.63 2.15
H: 2.82 3.04 4.28
H: 1.68 1.91 3.46
H: 1.36 3.62 3.57
C: 4.13 -0.91 -0.05
O: 2.87 -1.21 0.47
C: 1.95 -0.12 0.61
C: 0.54 -0.42 1.30
N: -0.45 -1.15 0.49
C: 0.04 -2.43 0.16
C: -0.99 -3.28 -0.53
O: -1.95 -3.75 0.41
C: -3.01 -4.57 -0.13
H: 4.78 -1.76 0.16
H: 4.71 -0.09 0.38
H: 4.24 -0.79 -1.12
H: 1.66 0.39 -0.30
H: 2.46 0.67 1.16
H: 0.06 0.55 1.47
H: 0.70 -0.96 2.23
H: -1.42 -1.18 0.77
H: 0.21 -2.91 1.13
H: 0.92 -2.38 -0.49
H: -0.41 -4.13 -0.91
H: -1.36 -2.79 -1.43
H: -2.99 -5.56 0.32
H: -3.14 -4.56 -1.21
H: -3.81 -4.14 0.48
C: -5.15 0.37 -6.73
O: -4.32 0.82 -5.69
C: -3.34 0.07 -5.11
C: -2.54 0.95 -4.12
N: -1.45 0.21 -3.48
C: -0.52 1.04 -2.66
C: -1.28 1.76 -1.53
O: -2.00 2.90 -1.93
C: -1.28 4.13 -1.84
H: -4.75 0.50 -7.74
H: -6.09 0.92 -6.69
H: -5.48 -0.66 -6.61
H: -2.65 -0.27 -5.89
H: -3.65 -0.91 -4.75
H: -3.25 1.27 -3.36
H: -2.15 1.87 -4.56
H: -1.74 -0.52 -2.84
H: 0.09 1.74 -3.24
H: 0.16 0.31 -2.21
H: -0.61 1.88 -0.68
H: -2.01 1.16 -0.98
H: -1.90 5.02 -1.95
H: -0.65 4.26 -2.72
H: -0.68 4.13 -0.93
C: 9.50 -0.29 5.01
O: 8.29 0.02 5.60
C: 7.94 -0.74 6.73
C: 6.42 -1.23 6.86
N: 5.93 -2.53 6.28
C: 5.89 -2.35 4.86
C: 5.14 -3.43 4.23
O: 3.66 -3.42 4.38
C: 3.02 -2.37 3.71
H: 9.74 -1.35 4.97
H: 10.26 0.19 5.61
H: 9.70 0.25 4.08
H: 8.05 -0.10 7.61
H: 8.59 -1.59 6.95
H: 5.79 -0.36 6.68
H: 6.30 -1.40 7.93
H: 5.06 -2.91 6.62
H: 6.90 -2.45 4.45
H: 5.42 -1.42 4.55
H: 5.49 -4.39 4.62
H: 5.30 -3.55 3.15
H: 1.96 -2.58 3.57
H: 3.47 -2.27 2.72
H: 3.03 -1.48 4.34
C: -11.21 -1.36 0.65
O: -10.97 -0.19 -0.10
C: -9.57 -0.02 -0.21
C: -9.25 0.65 -1.56
N: -7.83 0.60 -2.02
C: -7.56 -0.60 -2.70
C: -6.08 -1.10 -2.59
O: -5.68 -1.12 -1.20
C: -4.36 -1.30 -0.97
H: -12.24 -1.40 1.01
H: -10.54 -1.27 1.51
H: -11.09 -2.23 0.02
H: -8.96 -0.91 -0.09
H: -9.27 0.61 0.63
H: -9.47 1.71 -1.44
H: -9.96 0.36 -2.33
H: -7.30 0.57 -1.16
H: -7.76 -0.38 -3.75
H: -8.20 -1.41 -2.35
H: -5.48 -0.39 -3.17
H: -6.02 -2.03 -3.17
H: -3.89 -1.97 -1.69
H: -4.43 -1.67 0.05
H: -3.78 -0.37 -0.97

Orbital gap (alpha / beta) ... 7.40 / 2.62 eV
Spin multiplicity ... 2
Molecular weight ... 666.0 g/mol
Total charge ... +1
Highest occupied orbital energy (alpha / beta) ... -10.03 / -10.03 eV

=====

x.
Density functional theory data (ωB97M-V/def2-TZVPD) for a 5-piece molecular cluster, C30H75N5O10 overall.

CARTESIAN COORDINATES (ANGSTROEM)
C: -5.46 1.39 -2.20
O: -4.39 1.52 -3.15
C: -4.16 2.79 -3.61
C: -3.14 2.89 -4.89
N: -1.96 2.03 -4.78
C: -1.40 1.80 -6.12
C: 0.07 1.21 -5.83
O: -0.11 -0.09 -5.33
C: 1.00 -0.87 -5.37
H: -5.14 1.71 -1.21
H: -5.73 0.33 -2.16
H: -6.40 1.80 -2.58
H: -3.66 3.44 -2.89
H: -5.08 3.32 -3.87
H: -2.80 3.89 -5.15
H: -3.79 2.66 -5.74
H: -2.34 1.16 -4.45
H: -1.42 2.67 -6.77
H: -2.04 1.08 -6.63
H: 0.66 1.91 -5.25
H: 0.54 1.27 -6.81
H: 0.85 -1.89 -5.01
H: 1.88 -0.50 -4.84
H: 1.28 -0.95 -6.42
C: 2.03 -2.53 -0.39
O: 1.20 -1.39 -0.31
C: 1.00 -0.72 -1.49
C: 0.07 0.45 -1.27
N: -1.16 -0.15 -0.84
C: -2.30 0.72 -0.77
C: -2.09 1.96 0.16
O: -3.41 2.39 0.48
C: -3.34 3.67 1.02
H: 3.02 -2.41 -0.84
H: 1.49 -3.22 -1.03
H: 2.20 -2.86 0.64
H: 0.61 -1.31 -2.32
H: 1.98 -0.35 -1.78
H: 0.02 1.08 -2.15
H: 0.38 1.04 -0.40
H: -0.99 -0.96 -0.25
H: -3.22 0.17 -0.56
H: -2.50 1.10 -1.77
H: -1.54 2.74 -0.36
H: -1.53 1.75 1.07
H: -2.88 3.66 2.01
H: -4.32 4.09 1.25
H: -2.85 4.38 0.36
C: 0.16 -5.28 3.04
O: 0.82 -4.89 4.27
C: 0.92 -5.92 5.24
C: 2.36 -6.52 5.37
N: 3.43 -5.59 5.42
C: 3.53 -4.89 6.70
C: 3.82 -5.59 8.01
O: 3.30 -4.82 9.08
C: 3.60 -5.32 10.39
H: -0.92 -5.41 3.06
H: 0.58 -6.18 2.60
H: 0.43 -4.55 2.28
H: 0.23 -6.69 4.92
H: 0.56 -5.54 6.19
H: 2.57 -7.22 4.57
H: 2.50 -7.10 6.29
H: 3.33 -4.87 4.73
H: 2.55 -4.43 6.80
H: 4.21 -4.05 6.56
H: 4.87 -5.85 8.14
H: 3.23 -6.51 8.06
H: 4.60 -5.69 10.57
H: 3.00 -6.22 10.54
H: 3.33 -4.61 11.18
C: 2.75 -4.50 -9.94
O: 2.76 -3.52 -8.89
C: 4.04 -3.17 -8.36
C: 4.02 -2.01 -7.34
N: 3.70 -2.58 -6.09
C: 4.78 -2.83 -5.19
C: 4.23 -3.38 -3.85
O: 3.78 -4.70 -4.01
C: 3.61 -5.40 -2.78
H: 2.47 -5.39 -9.38
H: 3.64 -4.84 -10.46
H: 1.90 -4.30 -10.60
H: 4.76 -2.75 -9.06
H: 4.52 -3.99 -7.82
H: 3.20 -1.37 -7.67
H: 4.93 -1.42 -7.20
H: 2.93 -3.23 -6.11
H: 5.41 -1.95 -5.07
H: 5.27 -3.70 -5.62
H: 3.33 -2.80 -3.61
H: 4.89 -3.27 -2.99
H: 3.03 -6.32 -2.94
H: 3.04 -4.80 -2.08
H: 4.53 -5.61 -2.24
C: -4.85 8.54 7.80
O: -4.64 7.78 6.67
C: -4.19 6.43 6.82
C: -4.02 5.65 5.53
N: -2.95 6.23 4.61
C: -3.44 7.27 3.68
C: -2.35 8.34 3.39
O: -1.13 7.61 3.02
C: -0.96 7.18 1.73
H: -3.83 8.77 8.11
H: -5.38 8.06 8.62
H: -5.27 9.52 7.54
H: -4.84 5.84 7.45
H: -3.30 6.34 7.44
H: -4.84 5.47 4.83
H: -3.79 4.61 5.78
H: -2.19 6.53 5.21
H: -4.36 7.67 4.10
H: -3.69 6.82 2.72
H: -2.24 9.04 4.23
H: -2.69 8.91 2.53
H: -1.83 6.56 1.51
H: -0.12 6.52 1.52
H: -0.74 8.02 1.07

Orbital gap (alpha / beta) ... 6.96 / 2.23 eV
Spin multiplicity ... 2
Molecular weight ... 666.0 g/mol
Total charge ... +1
Highest occupied orbital energy (alpha / beta) ... -9.33 / -9.33 eV

=====

Most stable: x

=====

w.
Density functional theory data (ωB97M-V/def2-TZVPD) for an isolated molecule of C4H12N2OS.

CARTESIAN COORDINATES (ANGSTROEM)
C: 0.80 -1.02 -1.26
C: -0.42 1.13 -1.69
C: 1.05 0.96 0.32
C: 0.12 0.21 -0.59
N: -0.08 -0.81 2.47
N: -1.04 -0.25 0.20
O: -2.56 -1.25 1.74
S: -1.13 -1.44 1.34
H: 0.91 -1.68 -0.47
H: 0.09 -1.55 -1.94
H: 1.78 -0.74 -1.65
H: -0.47 2.12 -1.36
H: -1.38 0.74 -2.00
H: 0.19 0.99 -2.66
H: 0.51 1.73 0.89
H: 1.73 0.25 0.86
H: 1.78 1.42 -0.23
H: 0.29 0.10 2.39
H: -0.27 -1.13 3.38
H: -1.89 0.23 0.27

Orbital gap ... 9.80 eV
Molecular weight ... 136.2 g/mol
Highest occupied orbital energy ... -9.01 eV

=====

x.
Density functional theory data (ωB97M-V/def2-TZVPD) for an isolated molecule of C4H12N2OS.

CARTESIAN COORDINATES (ANGSTROEM)
C: -2.19 -0.17 2.14
C: -1.14 -1.21 1.98
N: -0.91 -1.29 0.54
S: 0.51 -1.24 0.00
O: 1.63 -0.77 0.77
N: 0.32 -0.39 -1.41
C: 1.38 0.52 -1.93
C: 1.19 2.07 -1.68
H: -2.23 0.08 3.14
H: -1.61 0.61 1.66
H: -3.04 -0.39 1.57
H: -0.11 -0.82 2.46
H: -1.27 -2.24 2.43
H: 0.90 -2.31 -0.69
H: -0.65 -0.09 -1.73
H: 1.38 0.42 -3.00
H: 2.27 0.18 -1.38
H: 0.61 2.26 -0.74
H: 2.28 2.34 -1.65
H: 0.66 2.46 -2.49

Orbital gap ... 9.86 eV
Molecular weight ... 136.2 g/mol
Highest occupied orbital energy ... -9.10 eV
SMILES ... CCN=[S@H](=O)NCC

=====

Most stable: w